P.
{
  "formula": "C2H12NO4",
  "method": "ωB97M-V with the def2-TZVPD basis set",
  "charge": -1,
  "e_lumo_ev": 3.51,
  "gap_ev": 6.88,
  "elements": ["C", "O", "C", "N", "H", "H", "H", "H", "H", "H", "H", "H", "O", "H", "H", "O", "H", "H", "O"],
  "coordinates": [[0.64955, 0.48042, 0.12658], [0.96963, 1.21927, 1.22467], [0.39299, -1.02273, 0.37732], [-0.30090, -1.69547, -0.75002], [-0.30407, 0.85353, -0.29892], [1.51514, 0.50160, -0.58198], [1.31636, -1.55134, 0.57454], [-0.25302, -1.13779, 1.25090], [-1.27991, -1.46848, -0.70785], [0.16067, -1.41549, -1.61140], [2.18268, 0.78252, 2.27755], [2.98025, 0.95254, 3.62056], [3.10635, 0.74122, 2.67975], [-2.31120, 2.38022, 1.11647], [-1.86040, 1.19266, 0.26375], [-2.62056, 1.78076, 0.43186], [-0.94492, -1.43259, -3.68873], [-2.19233, -2.02894, -2.99407], [-1.89072, -1.59099, -3.79411]]
}



Q.
{
  "formula": "C2H12NO4",
  "method": "ωB97M-V with the def2-TZVPD basis set",
  "charge": -1,
  "e_lumo_ev": 2.73,
  "gap_ev": 6.61,
  "elements": ["C", "O", "C", "N", "H", "H", "H", "H", "H", "H", "H", "H", "O", "H", "H", "O", "H", "H", "O"],
  "coordinates": [[0.43998, -1.36546, 0.90315], [1.00717, -0.39095, 1.69227], [0.61136, -1.04858, -0.58570], [0.00434, 0.24458, -0.95062], [0.87754, -2.35511, 1.09631], [-0.63497, -1.45580, 1.11253], [1.68143, -0.91937, -0.76282], [0.15592, -1.78260, -1.25897], [-0.88245, 0.15997, -1.41918], [-0.12417, 0.90159, -0.18882], [1.39493, 0.41360, 3.84404], [1.93289, 1.87218, 4.14021], [1.70364, 1.02897, 4.52338], [0.06294, 0.65771, 1.84899], [0.49004, 2.14120, 1.91440], [-0.29082, 1.63572, 2.16549], [-3.59277, 0.13115, -6.07920], [-2.13017, 0.29035, -5.67899], [-2.70685, -0.15917, -6.31646]]
}



Stability summary - winner: Q; margin: 0.219 eV.



P.
{
  "formula": "C4H9ClN",
  "method": "ωB97M-V with the def2-TZVPD basis set",
  "charge": 1,
  "e_lumo_ev": -2.83,
  "gap_ev": 12.16,
  "elements": ["C", "C", "C", "C", "N", "Cl", "H", "H", "H", "H", "H", "H", "H", "H", "H"],
  "coordinates": [[1.36118, 1.06080, -0.29409], [0.32575, 1.23220, 0.74060], [-0.34869, -0.72671, -0.69349], [-1.37707, -1.83989, 0.32971], [0.59480, -0.08473, 0.17956], [-0.23599, -2.69851, 1.37189], [1.15454, 1.36966, -1.31197], [2.40774, 1.10394, -0.02546], [0.61996, 1.39636, 1.76763], [-0.62744, 1.67125, 0.47649], [-1.03395, -0.02797, -1.15960], [0.13609, -1.37359, -1.41399], [-1.88063, -2.51980, -0.34821], [-2.04907, -1.23139, 0.92320], [1.02653, -0.79866, 0.78472]]
}



Q.
{
  "formula": "C4H9ClN",
  "method": "ωB97M-V with the def2-TZVPD basis set",
  "charge": 1,
  "e_lumo_ev": -5.31,
  "gap_ev": 10.09,
  "elements": ["C", "C", "C", "C", "N", "Cl", "H", "H", "H", "H", "H", "H", "H", "H", "H"],
  "coordinates": [[-0.73136, 1.18164, 0.42978], [-0.10244, 0.59466, -0.71550], [-0.15056, -1.70776, 0.39528], [0.60799, -0.75189, -0.54483], [0.49308, 1.78240, 0.03693], [2.57464, -0.20371, 0.46093], [-1.69490, 1.61023, 0.28541], [-0.67912, 0.58306, 1.36729], [-0.38992, 0.65796, -1.75023], [-0.15437, -1.01263, 1.22389], [0.35045, -2.56058, 0.62563], [-1.15118, -2.08397, 0.17716], [0.92187, -1.24170, -1.41976], [0.41250, 2.69452, -0.33102], [1.28322, 1.26023, 0.56735]]
}



Stability summary - winner: P; margin: 1.470 eV.



P.
{
  "formula": "C4H3NO",
  "method": "ωB97M-V with the def2-TZVPD basis set",
  "e_lumo_ev": 0.14,
  "gap_ev": 9.62,
  "elements": ["C", "C", "C", "C", "N", "O", "H", "H", "H"],
  "coordinates": [[0.41438, -0.65901, -0.06225], [1.77024, -0.00807, 0.01050], [-0.66339, 0.13801, 0.01048], [-1.29388, 1.45778, 0.00466], [-2.04182, 0.36306, -0.05623], [1.82885, 1.17569, -0.15143], [0.21353, -1.67884, 0.13136], [2.77175, -0.64292, 0.13603], [-2.99966, -0.14570, -0.02313]]
}



Q.
{
  "formula": "C4H3NO",
  "method": "ωB97M-V with the def2-TZVPD basis set",
  "e_lumo_ev": -0.95,
  "gap_ev": 7.73,
  "elements": ["C", "C", "C", "C", "N", "O", "H", "H", "H"],
  "coordinates": [[0.13500, -1.15118, 0.02472], [0.57873, 1.11055, 0.03241], [1.39829, -0.70783, -0.06714], [-0.42627, 0.17165, -0.00294], [1.99821, 0.36414, 0.02857], [-1.74378, 0.47245, -0.04528], [-0.32508, -2.10762, -0.01488], [0.64017, 2.15881, -0.14168], [-2.25526, -0.31096, 0.18621]]
}



R.
{
  "formula": "C4H3NO",
  "method": "ωB97M-V with the def2-TZVPD basis set",
  "e_lumo_ev": 0.58,
  "gap_ev": 11.73,
  "elements": ["O", "C", "C", "C", "C", "N", "H", "H", "H"],
  "coordinates": [[-1.27404, 0.83140, -0.80183], [-0.50992, -0.27056, -0.38260], [0.91837, 0.05035, -0.20903], [2.07190, 0.35916, -0.06685], [-1.05076, -0.84899, 0.87664], [-1.49695, -1.26831, 1.85695], [-1.13492, 1.54741, -0.16665], [-0.62242, -1.02577, -1.16810], [3.09874, 0.62531, 0.06148]]
}



Stability summary - winner: R; margin: 1.968 eV.



P.
{
  "formula": "C3H3NO3",
  "method": "ωB97M-V with the def2-TZVPD basis set",
  "e_lumo_ev": -0.40,
  "gap_ev": 10.00,
  "elements": ["C", "C", "C", "H", "H", "H", "N", "O", "O", "O"],
  "coordinates": [[-1.29224, 2.29042, -0.52886], [0.13283, -0.58033, 0.49913], [1.18085, -1.50185, -0.14002], [-2.05113, 3.00382, -0.23355], [-0.66210, 2.44997, -1.42240], [1.41977, -2.36235, 0.52393], [-1.17137, 1.28525, 0.23668], [-0.13389, 0.47790, -0.28342], [-0.36146, -0.84045, 1.56231], [1.66590, -1.30465, -1.21717]]
}



Q.
{
  "formula": "C3H3NO3",
  "method": "ωB97M-V with the def2-TZVPD basis set",
  "e_lumo_ev": 0.59,
  "gap_ev": 8.51,
  "elements": ["C", "C", "C", "H", "H", "H", "N", "O", "O", "O"],
  "coordinates": [[0.01399, 0.15804, -0.31746], [0.41910, -0.61757, 1.64232], [0.36517, 0.73363, 1.77179], [0.11571, -1.19263, -1.60638], [0.26888, -1.58523, 2.30716], [0.44498, 1.30012, 2.57877], [-0.48713, 0.43375, -1.53904], [-0.57388, -0.73087, -2.14647], [0.31417, -0.90724, 0.25703], [-0.01645, 1.23772, 0.50367]]
}



R.
{
  "formula": "C3H3NO3",
  "method": "ωB97M-V with the def2-TZVPD basis set",
  "e_lumo_ev": -0.55,
  "gap_ev": 9.79,
  "elements": ["N", "C", "O", "C", "O", "C", "O", "H", "H", "H"],
  "coordinates": [[0.14595, 0.51043, -0.25008], [-0.48763, -0.60781, 0.25269], [0.08691, -1.53082, 0.77446], [1.57603, 0.54173, -0.26570], [2.23910, 0.65476, 0.72117], [-2.01246, -0.61286, 0.06587], [-2.65461, -1.58621, 0.34560], [-0.34433, 1.13123, -0.88106], [2.00730, 0.41172, -1.27108], [-2.48255, 0.31155, -0.33487]]
}



Stability summary - winner: R; margin: 1.565 eV.



P.
{
  "formula": "C3H3NO3",
  "method": "ωB97M-V with the def2-TZVPD basis set",
  "e_lumo_ev": 0.65,
  "gap_ev": 12.01,
  "elements": ["N", "C", "O", "C", "O", "C", "O", "H", "H", "H"],
  "coordinates": [[0.39772, -2.00837, 0.26694], [0.10385, -0.81299, 0.04885], [-0.71869, -0.30155, -0.94432], [-0.89595, 1.04853, -0.68553], [-1.27459, 1.84157, -1.47976], [0.60893, 0.41802, 0.73567], [-0.50178, 1.30726, 0.58171], [-0.04903, -2.64883, -0.38828], [1.39652, 0.83495, 0.09854], [0.93303, 0.32141, 1.76617]]
}



Q.
{
  "formula": "C3H3NO3",
  "method": "ωB97M-V with the def2-TZVPD basis set",
  "e_lumo_ev": 0.22,
  "gap_ev": 10.58,
  "elements": ["N", "C", "O", "C", "O", "C", "O", "H", "H", "H"],
  "coordinates": [[-0.57596, 1.36492, -0.52051], [-0.51400, 0.22248, -0.01673], [0.50646, -0.73786, -0.10893], [1.78262, -0.31833, 0.04766], [2.12065, 0.82372, 0.17336], [-1.78738, -0.45840, 0.40731], [-2.13715, -1.15829, -0.50804], [0.31770, 1.68837, -0.87412], [2.45476, -1.18745, 0.07208], [-2.46307, -0.32307, 1.28874]]
}



Stability summary - winner: P; margin: 1.278 eV.



P.
{
  "formula": "C3H3NO3",
  "method": "ωB97M-V with the def2-TZVPD basis set",
  "e_lumo_ev": 0.65,
  "gap_ev": 12.01,
  "elements": ["N", "C", "O", "C", "O", "C", "O", "H", "H", "H"],
  "coordinates": [[-1.06756, 1.28509, -1.21918], [-0.36293, 0.56070, -0.48286], [0.97145, 0.73102, -0.14139], [1.27552, -0.20751, 0.83163], [2.37538, -0.55516, 1.10841], [-0.71239, -0.73921, 0.17895], [0.12500, -0.70245, 1.33994], [-0.56023, 2.08856, -1.58992], [-0.29083, -1.53511, -0.44503], [-1.75339, -0.92593, 0.41945]]
}



Q.
{
  "formula": "C3H3NO3",
  "method": "ωB97M-V with the def2-TZVPD basis set",
  "e_lumo_ev": -0.22,
  "gap_ev": 10.36,
  "elements": ["N", "C", "O", "C", "O", "C", "O", "H", "H", "H"],
  "coordinates": [[-1.06790, 0.67816, -1.53166], [-0.47832, 0.35902, -0.47290], [0.90103, 0.55463, -0.32930], [1.62678, -0.36518, 0.35380], [1.18822, -1.34455, 0.88230], [-1.27093, -0.15112, 0.72271], [-2.36985, -0.61247, 0.56609], [-0.40538, 1.00689, -2.23621], [2.68557, -0.07520, 0.32734], [-0.80922, -0.05018, 1.71784]]
}



R.
{
  "formula": "C3H3NO3",
  "method": "ωB97M-V with the def2-TZVPD basis set",
  "e_lumo_ev": 0.11,
  "gap_ev": 10.49,
  "elements": ["N", "C", "O", "C", "O", "C", "O", "H", "H", "H"],
  "coordinates": [[0.80036, -1.18644, 0.59707], [0.52675, -0.12452, -0.00921], [-0.68928, 0.46936, -0.34484], [-1.83076, 0.12393, 0.29282], [-1.93298, -0.72636, 1.13142], [1.65318, 0.64026, -0.65781], [1.63479, 0.70754, -1.85875], [-0.00452, -1.68095, 0.96428], [-2.65515, 0.75221, -0.07084], [2.49762, 1.02497, -0.04414]]
}



Stability summary - winner: P; margin: 0.786 eV.